Density functional theory data (ωB97M-V/def2-TZVPD) for a 12-piece molecular cluster, C27H58O22 overall at a distorted geometry.

Structure (XYZ):
```
107
Properties=species:S:1:pos:R:3:forces:R:3:mulliken_charge:R:1
H 22.22916 1.04859 1.56704 0.19 -0.19 0.40 0.306
H 20.95062 11.27812 3.14434 0.03 -0.51 -0.43 0.224
H 17.48099 2.83365 16.19948 -0.04 0.07 0.09 0.306
C 21.14423 -2.96169 20.85346 0.96 1.21 -0.11 -0.344
H 25.07176 8.08167 -0.44097 -0.38 -0.51 -0.57 0.277
H 7.39840 5.60885 7.53080 -0.04 -0.16 0.14 0.262
H 16.86727 11.07234 11.45152 -0.13 -0.56 0.00 0.187
H 20.13910 0.52420 0.54675 -0.41 -0.04 -0.01 0.212
H 19.31297 1.97232 8.98295 0.23 -0.17 0.12 0.269
C 24.85374 -3.54094 9.04425 0.17 0.97 0.34 -0.467
H 15.34711 0.31234 14.29641 -0.20 0.19 0.26 0.340
O 17.60022 -2.85338 6.99364 1.03 -0.15 -0.59 -0.497
H 24.45888 -4.95098 7.90282 -0.47 -0.34 -0.33 0.297
C 23.39457 8.78035 9.17072 -0.66 -0.93 1.51 -0.501
H 16.60769 0.14416 15.52957 -0.09 -0.15 0.08 0.365
H 23.85039 10.58074 9.54490 -0.03 0.18 -0.10 0.312
C 15.16804 4.23700 15.34523 -1.10 1.14 -3.16 0.690
C 21.32544 3.45714 10.45115 -0.95 1.88 4.56 0.727
H 18.06798 -1.97120 5.21341 0.00 0.06 0.07 0.207
H 17.79617 -2.87342 20.05936 -0.06 -0.06 -0.08 0.357
H 16.84068 1.21717 14.18424 -0.09 0.39 0.09 0.324
C 18.74885 -3.38768 20.18592 0.01 1.42 0.52 -1.387
H 18.97600 -3.89305 19.24726 0.25 -0.14 0.25 0.365
O 10.27300 5.16397 7.52693 0.24 -0.34 1.07 -0.314
C 10.07248 6.41140 7.06805 2.76 2.15 -0.52 0.675
H 24.26783 -2.85413 9.65507 0.41 0.06 0.21 0.185
H 16.34939 2.54911 17.61306 0.64 0.18 -0.01 0.280
H 22.89567 8.12853 8.45355 -0.09 0.52 -0.28 0.201
H 21.64225 1.66519 8.02146 -0.65 0.02 -0.30 0.280
O 28.45406 10.02368 -1.35051 -1.60 -2.13 -0.25 -0.581
H 25.45058 -2.97441 8.32946 0.19 0.30 0.09 0.235
O 27.69770 8.77811 0.27330 0.97 -1.49 3.68 -0.357
C 8.08028 5.36692 6.71555 0.12 -1.24 -0.84 0.355
H 19.43985 -1.65044 21.32645 0.10 -0.28 0.37 0.284
C 16.45479 2.83639 16.56690 -0.48 0.09 0.71 -0.394
O 14.91456 2.96161 14.90549 -0.39 1.09 -0.79 -0.349
H 7.92798 4.95524 4.55633 0.13 0.08 0.14 0.331
H 6.67416 4.18370 5.52166 0.25 -0.33 0.20 0.384
H 26.40778 6.04912 18.60742 0.07 -0.04 0.25 0.241
O 15.88595 4.16605 16.45192 0.79 0.26 0.62 -0.324
O 21.69343 3.81012 11.60005 -1.03 -1.36 -4.50 -0.609
O 26.69835 8.52878 -1.59479 0.08 -0.15 -1.17 -0.345
O 24.88879 7.11938 17.71522 -0.21 0.37 -0.02 -0.492
H 26.66060 6.44447 16.93093 0.22 0.08 -0.15 0.231
C 19.96594 10.81093 3.12884 -1.18 -0.23 1.17 -0.479
H 18.35822 -3.68331 5.20151 0.04 -0.25 0.17 0.256
O 21.81397 -0.41023 18.50730 -1.48 -2.96 3.17 -0.592
H 25.42829 7.08611 2.10151 -0.15 0.03 -0.41 0.336
C 20.44316 1.42215 1.08465 0.46 0.00 -0.32 -0.434
C 19.86477 2.88783 8.76979 -0.83 0.25 -0.17 0.491
C 9.18167 4.33279 7.18648 -2.05 0.16 -1.04 -0.380
C 19.82227 -2.32756 20.56267 -2.13 -1.21 0.16 0.349
H 26.03917 6.66538 -1.21390 -0.71 0.06 0.25 0.297
H 6.52272 5.82887 5.19706 0.39 0.46 0.21 0.347
H 16.91106 9.92848 9.98689 0.16 -0.16 0.60 0.252
O 23.91617 -4.30841 8.36561 -0.28 -1.03 -0.60 -0.486
O 14.81631 5.22635 14.70086 0.89 -2.48 2.39 -0.570
H 26.64533 8.18810 2.66822 0.43 -0.14 -0.26 0.317
C 26.86547 7.63550 0.54387 0.63 -0.35 0.01 0.435
H 17.95675 3.69938 8.02745 0.17 0.18 0.34 0.346
C 17.09897 10.92064 10.39728 -0.36 1.13 -0.84 -0.408
C 15.49212 1.99550 15.76517 -0.02 -0.61 -1.26 0.360
C 26.02774 7.62577 -0.69851 -0.10 0.41 -0.83 -0.404
H 25.52990 -4.14800 9.64623 -0.03 0.05 0.29 0.235
H 15.68408 11.38161 9.09829 0.00 0.06 0.08 0.308
H 18.62616 -4.05504 21.03895 0.11 -0.29 -0.21 0.384
O 22.01216 -2.02964 20.19297 1.38 0.56 -0.90 -0.361
O 19.45962 10.53187 1.85629 0.23 0.27 -1.27 -0.505
H 18.14315 11.19773 10.25235 0.07 -0.21 -0.04 0.174
H 19.86622 9.87786 3.68341 0.95 0.01 0.53 0.217
C 26.25531 6.83278 17.86530 0.66 -0.74 -0.13 -0.512
O 16.31102 11.87222 9.63480 0.24 -0.26 0.19 -0.513
C 21.32733 -1.22573 19.32318 3.49 1.91 -2.39 0.704
H 21.57081 3.39416 7.56104 0.26 0.03 0.02 0.280
O 22.02483 2.89476 9.51689 2.43 -0.43 -0.24 -0.341
C 7.28337 5.08249 5.42603 -0.14 -0.55 0.44 -1.358
H 24.54361 6.41809 17.15786 -0.28 0.09 0.04 0.310
C 18.44205 -2.79273 5.82436 -0.77 0.51 -0.32 -0.505
C 21.30538 2.65798 8.31978 -0.11 0.06 0.14 -0.422
H 22.81965 8.78347 10.09677 -0.17 -0.98 0.22 0.253
H 19.17715 3.52121 6.80709 0.11 -0.25 -0.07 0.372
H 19.40209 4.79390 7.96684 -0.29 0.10 0.09 0.349
C 19.03067 3.77505 7.85694 0.39 -0.12 -0.49 -1.396
O 20.04339 3.60737 10.00591 0.28 -0.22 0.48 -0.348
C 27.71036 9.13098 -0.96184 0.99 3.29 -1.60 0.736
H 24.35716 8.31887 9.39105 0.36 0.22 -0.16 0.246
H 8.65619 3.76970 7.95778 1.07 -0.01 0.68 0.309
H 18.10528 -3.40317 7.59717 -0.29 -0.08 0.37 0.301
O 23.41335 10.12189 8.82375 0.58 0.98 -1.19 -0.510
H 19.61394 1.89072 1.61469 -0.04 0.14 -0.52 0.178
C 16.08878 0.85305 14.88434 0.00 0.45 0.93 -1.300
H 19.29919 11.49245 3.65712 -0.04 0.39 0.08 0.241
H 20.99413 2.05136 0.38563 -0.99 0.59 -0.41 0.234
H 25.52794 8.79595 1.48125 -0.62 -0.03 0.59 0.361
H 14.67341 1.68972 16.41657 0.11 -0.61 0.04 0.272
H 27.42189 6.69907 0.58376 0.65 0.28 0.21 0.283
H 18.64645 10.03463 1.97080 0.02 0.06 -0.07 0.302
O 21.40413 1.11114 2.05387 0.79 -0.50 0.87 -0.497
C 26.07567 7.90338 1.78362 -0.18 0.75 0.34 -1.355
O 8.88547 6.47135 6.48727 -0.04 2.46 -0.63 -0.329
O 20.07551 -1.49639 19.45413 -2.42 0.42 -0.96 -0.307
H 21.19562 -3.95052 20.39775 0.35 -0.03 0.10 0.273
H 26.86287 7.69010 18.15507 -0.47 0.23 0.00 0.222
H 21.51268 -2.91417 21.87820 -0.56 -0.55 0.08 0.275
O 10.91001 7.32164 7.07090 -2.56 -2.77 0.29 -0.578
H 19.49286 -2.58635 6.02759 0.00 -0.08 0.30 0.239
H 9.51077 3.63968 6.41227 -0.11 0.08 -0.14 0.296
```
Positions in Å, forces in eV/Å.

F_max (hartree/bohr): 0.0977
HOMO (eV): -9.955
Kohn-Sham gap (eV): 10.079
Electronic energy (eV): -73978.9987
E_LUMO (eV): 0.12



Density functional theory data (ωB97M-V/def2-TZVPD) for C27H59F3N16O26P2S as an isolated structure at a distorted geometry.

Structure (XYZ):
```
134
Properties=species:S:1:pos:R:3:forces:R:3:mulliken_charge:R:1
H -3.23101 -0.99598 2.05764 0.03 0.09 -0.04 0.316
N 1.49913 2.39707 -4.80547 -0.48 0.55 0.53 -0.524
O -2.39282 1.96827 9.66819 -0.04 0.06 -0.08 -0.549
H -6.71677 -6.90312 4.87043 -0.14 0.01 -0.04 0.293
H 2.62830 -1.55278 -2.07582 -0.04 -0.21 -0.27 0.196
H 2.88462 -3.49631 -8.37500 -0.04 -0.09 0.38 0.252
H -10.64157 -2.75657 1.00691 -0.04 -0.09 0.06 0.299
O 11.84281 -3.66033 -2.95722 0.00 0.03 -0.01 -0.499
O -7.01890 -8.22125 7.55006 -0.06 -0.08 -0.04 -0.528
C 1.62092 -0.01899 -4.21360 -0.40 -0.29 0.41 -0.337
H 0.78607 2.04635 5.07061 0.00 -0.10 0.04 0.340
N 1.90094 -2.45053 -3.91082 0.37 0.68 -0.09 0.027
H -5.99486 -1.45861 5.05117 0.04 0.03 -0.17 0.246
N -6.76466 7.33898 1.72572 0.03 -0.05 0.05 0.898
P 3.83469 -2.90463 -6.24798 1.84 0.57 -1.08 0.872
C 2.72049 -3.88724 -7.36179 -0.44 0.42 0.35 -1.174
N -0.10840 0.14367 5.09347 0.12 0.27 -0.08 1.029
O 1.57785 2.97625 1.99031 0.08 0.32 0.07 -0.529
C 0.95437 2.92180 -0.23895 -0.07 -0.28 -0.03 -0.773
H 0.68630 -2.73200 -1.19262 0.13 -0.32 -0.12 0.276
O -4.42112 1.26624 1.65391 -0.06 -0.01 0.03 -0.569
N -4.44211 0.59620 2.66484 0.06 -0.05 0.02 1.032
S 2.10433 3.35313 -5.95880 0.34 -1.27 0.16 0.101
N -0.01597 5.86317 -1.77076 0.02 0.16 0.02 0.920
H -7.75283 -1.61752 5.32744 -0.01 -0.09 -0.06 0.337
C -9.94413 -2.81595 1.83762 0.20 0.01 -0.10 -0.715
F 1.33582 0.24335 -1.85290 -0.36 -0.48 -0.12 -0.251
F -0.11987 1.18378 -3.11679 0.12 -0.41 0.05 -0.299
C 2.17198 -1.21722 -4.58768 0.53 0.30 -0.86 -0.920
H -5.10695 3.49346 7.74691 -0.06 -0.07 -0.05 0.283
P 4.53592 -0.09733 -8.00268 0.45 0.90 -0.33 -0.077
O -5.32882 0.60504 3.49616 0.09 0.10 -0.13 -0.556
H 14.20200 -2.61999 -2.70324 -0.09 -0.02 0.10 0.288
C 7.35863 0.08711 -7.53054 -0.51 -0.64 -0.07 -1.176
H 2.88033 -1.60883 -9.17164 0.39 -0.09 -0.08 0.292
H 4.73693 -3.26862 -3.95042 -0.33 -0.05 -0.33 -0.177
H -6.55251 -6.12794 6.47257 -0.03 -0.08 0.04 0.311
O -7.64431 7.31176 2.55982 -0.01 0.07 -0.08 -0.520
C -7.20526 -6.69390 5.81761 0.09 0.12 0.08 -0.707
C 6.14142 -0.87911 -7.45758 -0.37 -0.01 0.67 0.176
H -1.22001 5.92101 2.80246 -0.10 0.01 -0.04 0.311
H 9.35605 -3.73859 -4.10037 -0.04 0.08 -0.03 0.345
H 8.37167 -3.92558 -2.61991 0.00 0.12 0.08 0.304
N -2.33341 4.15392 2.75347 0.08 0.06 -0.04 0.849
C -5.44089 2.69716 8.40277 0.09 0.15 -0.08 -0.637
H -4.70223 7.15715 2.00189 -0.02 -0.02 -0.12 0.269
C 2.44218 -2.52920 -2.53863 -0.58 -1.10 0.82 0.085
H -0.44610 0.60925 10.04071 -0.11 0.09 0.00 0.316
H 0.56417 1.79460 9.16400 -0.03 0.00 -0.16 0.274
O -10.02853 -1.20966 3.50476 -0.03 -0.06 0.02 -0.506
O -1.48773 2.65578 7.83447 -0.08 -0.01 0.03 -0.512
C 3.08133 -1.28571 -5.76295 -0.94 -0.48 0.82 0.782
H 5.32310 -4.41891 -5.13554 -0.34 0.24 -0.04 0.499
C 1.44174 -3.36375 -1.67369 0.75 -0.01 -0.60 -1.367
H -9.74048 -3.84903 2.10643 -0.11 0.00 -0.01 0.270
H 0.30709 7.90656 -2.05633 0.08 -0.07 -0.07 0.313
H 1.99562 -3.97092 -0.94213 -0.31 0.41 0.00 0.421
O -6.02259 -3.39753 3.33111 -0.06 -0.11 0.01 -0.574
H 1.72090 2.83948 -1.00532 -0.05 0.12 -0.02 0.388
O -6.92923 0.93777 8.28656 0.02 -0.01 -0.07 -0.541
C 3.39137 -0.17826 -6.51915 0.15 -0.47 -0.29 -0.537
H 13.72884 -1.19751 -3.67870 -0.07 -0.06 -0.04 0.310
H 0.12829 3.54588 -0.57323 0.16 -0.08 -0.04 0.202
C 8.78753 -3.22202 -3.33601 0.12 -0.17 -0.15 -0.860
C -6.95092 -1.71137 4.60362 -0.24 0.08 0.26 -0.684
H 0.98128 -4.08877 -2.36610 -0.12 0.23 0.40 0.322
O 12.02305 -2.48984 -4.76038 -0.09 -0.07 0.06 -0.495
H -9.02522 -2.28604 1.61032 -0.05 0.04 0.06 0.284
C 0.59773 7.14633 -1.33649 -0.02 0.15 0.20 -0.762
H 7.89279 -0.10772 -8.47151 0.06 0.43 0.35 0.319
H -0.22107 0.45062 8.27328 0.10 0.12 -0.03 0.223
C 0.66244 0.08755 -3.02498 0.00 1.05 -0.85 0.770
C 0.14595 1.44810 4.43128 0.18 0.14 0.20 -0.724
H 9.39811 -2.47369 -2.84052 -0.10 -0.02 0.09 0.281
H -0.81598 1.93102 4.28769 0.18 -0.17 -0.02 0.254
C -1.27951 5.03175 2.18032 0.12 0.06 -0.08 -0.532
C 3.82590 -1.10912 -9.40938 0.11 0.36 0.14 -1.174
O -11.63520 -2.64653 3.39353 0.03 0.05 0.00 -0.540
C 4.41641 -3.89036 -4.79475 -0.43 -0.72 -0.33 -0.985
O -0.81837 -0.63522 4.49203 0.12 -0.18 0.23 -0.577
O -6.77767 8.00012 0.70651 -0.03 0.00 0.04 -0.540
H -7.14781 -1.09999 3.72919 0.12 0.02 0.03 0.257
H 7.03776 1.13656 -7.45955 0.17 -0.32 -0.17 0.357
N 2.98933 2.24129 -6.76266 -0.40 0.92 0.09 -0.641
C -5.56164 6.49440 1.96240 0.00 -0.13 0.17 -0.718
H -5.91709 3.10116 9.29174 0.02 -0.14 0.04 0.289
H -3.43032 -0.84004 3.82668 -0.04 0.06 -0.01 0.261
N 7.64811 -2.51469 -3.98157 0.11 -0.07 -0.01 0.936
N 1.56687 3.59050 0.93994 0.00 -0.39 -0.37 0.936
H -5.68360 5.96421 2.89928 -0.08 0.04 -0.03 0.321
H 3.38793 -3.09129 -2.52665 -0.25 0.38 -0.23 0.308
H -1.57496 5.28130 1.16539 -0.06 0.07 0.06 0.273
N 12.33047 -2.76639 -3.62112 0.11 0.06 -0.06 0.836
O -3.45360 4.60464 2.82173 0.08 -0.10 0.05 -0.491
O 2.01329 4.70758 0.77020 -0.07 0.02 0.19 -0.548
O 0.29126 5.44528 -2.85952 0.00 -0.09 0.03 -0.508
C -0.30247 1.14200 9.10709 0.05 -0.23 0.20 -0.635
O -1.99583 3.04219 3.11549 -0.33 0.12 -0.14 -0.530
N -6.45477 1.87906 7.68231 0.02 0.14 -0.03 0.904
O 0.39773 -0.05655 6.17994 -0.10 -0.18 -0.06 -0.628
O -0.78709 5.31196 -1.00056 -0.09 0.17 -0.11 -0.557
H -2.39335 0.31483 2.94613 -0.04 0.00 -0.12 0.076
O 7.53085 -2.61435 -5.18414 -0.05 0.02 0.14 -0.474
C 13.39170 -1.94864 -2.97311 0.14 0.17 -0.06 -0.727
O -8.23731 -8.75636 5.85057 0.03 -0.01 0.05 -0.527
H 3.63016 -0.39438 -10.22409 0.00 -0.24 0.31 0.406
O -6.73681 2.20238 6.54788 -0.04 -0.11 0.03 -0.508
H -0.34015 4.49450 2.18829 -0.07 -0.04 0.14 0.042
H 3.06572 -4.93065 -7.38566 -0.26 0.26 0.27 0.426
H -8.14510 -6.17372 5.66595 0.01 -0.07 -0.11 0.280
H 3.68014 -4.65907 -4.51379 0.20 0.38 0.36 0.385
F -0.18624 -0.95410 -2.94630 0.35 0.12 0.47 -0.294
H 5.99975 -1.15932 -6.40465 -0.01 -0.01 -0.39 -0.347
H -4.61626 2.04150 8.66400 -0.06 0.01 0.12 0.217
O -7.66906 -3.91811 4.62429 0.07 -0.07 -0.16 -0.497
H 6.28892 -1.83078 -7.98786 0.10 0.33 0.14 0.517
H 0.90582 -2.63530 -3.93289 0.11 0.05 0.24 0.343
H 4.61363 -1.78776 -9.76726 -0.44 -0.12 0.22 0.331
H 8.00387 -0.13779 -6.66671 0.03 0.11 -0.46 0.275
N -10.59019 -2.16788 3.01177 0.06 0.01 0.00 0.908
C 2.80872 1.09757 -6.14404 -0.27 -1.69 0.83 0.583
H -5.48264 5.79825 1.13255 0.05 0.08 -0.03 0.293
N -1.49385 1.99298 8.85223 0.12 -0.05 0.07 0.901
C 1.92397 1.15573 -4.97536 0.86 0.79 -1.35 0.733
N -6.87618 -3.12558 4.15111 -0.03 0.22 0.12 0.925
N -7.51167 -8.00027 6.46242 0.09 0.08 0.03 0.871
H 0.60275 1.94119 0.06068 0.08 0.04 0.07 0.282
H 1.67465 7.00440 -1.32668 -0.03 -0.01 -0.09 0.300
H 12.95578 -1.48630 -2.09187 0.03 -0.12 0.05 0.291
O 6.90837 -1.88180 -3.25201 -0.03 -0.01 -0.07 -0.561
H 1.64954 -3.78295 -7.13252 0.26 -0.44 0.01 0.286
H 0.23041 7.38945 -0.34580 -0.02 -0.08 -0.03 0.263
C -3.28025 -0.30605 2.89578 -0.10 -0.06 0.09 -0.552
H 0.63136 1.24559 3.48114 -0.14 0.00 -0.04 0.383
```
Positions in Å, forces in eV/Å.

F_max (hartree/bohr): 0.0429
Relative energy (zero: lowest compared OMol25 entry of this formula, charge and spin) (kJ/mol): 0.0
HOMO (eV): -7.309
Kohn-Sham gap (eV): 6.369
Electronic energy (eV): -143560.2420
E_LUMO (eV): -0.94



Among the records above, which one has the highest Kohn-Sham gap?
C27H58O22